1.
Molecular formula: C27H24Cl2GeKN2O3S
Method: DFT, ωB97M-V with the def2-TZVPD basis set

Values from the calculation:
Energy relative to the best compared isomer or geometry (same formula, charge and spin) (kcal/mol): 40.88
Frontier orbital gap (spin up / spin down) (hartree): 0.216 / 0.186
⟨S²⟩: 0.7527
E (eV): -146233.612
E_HOMO (spin up / spin down) (hartree): -0.05887 / -0.05855
LUMO (spin up / spin down) (eV): 4.26 / 3.47

ORCA input file:
```
! wB97M-V def2-TZVPD RIJCOSX def2/J DEFGRID3
* xyz -2 2
K 1.1977 -1.3711 2.1986
N 3.5617 -2.4673 2.5596
C 3.1867 -3.5413 3.4674
C 2.0733 -3.0323 4.4014
O 2.3992 -2.5550 5.5057
N 0.8752 -3.2233 3.8966
C -0.2330 -2.7549 4.6427
C -1.0410 -1.6167 3.8872
O -2.2452 -1.8223 3.7661
O -0.3707 -0.6418 3.5036
H 4.3660 -2.7306 1.9946
H 3.8469 -1.6626 3.1124
H 4.0373 -3.8801 4.0877
H 2.8027 -4.3829 2.8859
H 0.0619 -2.3479 5.6183
H -0.9533 -3.5663 4.7743
Cl 1.0122 -2.3170 -0.5625
C 2.0482 -1.8233 -1.8545
C 1.8252 -2.3499 -3.1081
C 2.6105 -1.9720 -4.1875
C 3.6240 -1.0463 -3.9849
C 3.8409 -0.5380 -2.7259
Cl 5.1237 0.6059 -2.5316
C 3.0755 -0.8882 -1.5912
S 3.3956 -0.2211 -0.0676
H 1.0228 -3.0615 -3.2328
H 2.4452 -2.3908 -5.1691
H 4.2451 -0.7081 -4.8027
C -1.1492 2.4899 2.1638
Ge -0.4402 1.0193 0.9491
C 0.3264 2.0969 -0.6094
C 0.5319 1.4801 -1.8379
C 1.2616 2.0862 -2.8413
C 1.8338 3.3302 -2.6259
C 1.6259 3.9735 -1.4182
C 0.8724 3.3628 -0.4325
C -2.1788 0.3978 0.0515
C -2.4681 -0.9368 0.1946
C -3.6028 -1.5306 -0.3698
C -4.4978 -0.7693 -1.0678
C -4.2853 0.6156 -1.2155
C -5.2270 1.4352 -1.8756
C -5.0185 2.7791 -2.0074
C -3.8424 3.3554 -1.5066
C -2.9115 2.5818 -0.8684
C -3.1026 1.1990 -0.6724
H -1.7830 3.2160 1.6599
H -0.3317 3.0129 2.6542
H -1.7242 1.9954 2.9370
H 0.1222 0.4894 -2.0016
H 1.4213 1.5709 -3.7807
H 2.4594 3.7824 -3.3855
H 2.0844 4.9399 -1.2313
H 0.7102 3.8717 0.5113
H -1.7996 -1.5548 0.7778
H -3.7685 -2.5930 -0.2390
H -5.3793 -1.2233 -1.5046
H -6.1337 0.9798 -2.2634
H -5.7544 3.4029 -2.5019
H -3.6800 4.4196 -1.6253
H -2.0050 3.0309 -0.5009
*
```

=====

2.
Molecular formula: C18H39OSi4
Method: DFT, ωB97M-V with the def2-TZVPD basis set

Values from the calculation:
Energy relative to the best compared isomer or geometry (same formula, charge and spin) (kcal/mol): 0.00
Frontier orbital gap (hartree): 0.199
E (eV): -52851.571
E_HOMO (hartree): -0.40339
LUMO (eV): -5.56

ORCA input file:
```
! wB97M-V def2-TZVPD RIJCOSX def2/J DEFGRID3
* xyz 1 1
C 3.8181 -0.4771 6.3148
O 2.4041 -0.2098 6.3422
C 1.6163 -1.2848 6.8120
C 0.1339 -1.0943 6.5068
C -0.6965 -2.2230 6.5127
C -2.0674 -2.0912 6.3186
C -2.6452 -0.8336 6.1528
C -4.1370 -0.7376 6.0234
C -1.8222 0.2910 6.1465
C -0.4460 0.1764 6.3562
H 4.3290 0.4849 6.1693
H 4.1848 -0.9563 7.2484
H 4.0870 -1.1333 5.4624
H 1.9996 -2.2730 6.4936
H -0.2468 -3.2056 6.6802
H -2.7211 -2.9659 6.3340
H -4.4526 0.3029 5.9025
H -4.4821 -1.3162 5.1609
H -4.6363 -1.1688 6.9032
H -2.2769 1.2738 6.0223
H 0.1952 1.0600 6.4003
C 1.8288 0.5180 13.5032
Si 1.4397 0.5069 11.6522
C -0.4163 0.4060 11.3080
C 2.1307 2.0214 10.7589
Si 2.5359 -1.4071 10.9480
H 1.6660 -1.3044 7.9001
Si 4.8457 -1.3164 10.9139
C 5.2648 -1.3383 12.7576
C 5.5461 -2.8125 9.9933
C 5.4163 0.2621 10.0423
Si 1.5691 -3.4074 11.5937
C 1.9575 -3.4459 13.4448
C -0.2899 -3.4022 11.2457
C 2.3598 -4.8566 10.6760
H 1.3553 1.4041 13.9428
H 1.4346 -0.3735 14.0023
H 2.9070 0.5698 13.6871
H -0.9041 1.3175 11.6817
H -0.6133 0.3399 10.2292
H -0.8842 -0.4593 11.7922
H 1.6044 2.9202 11.1101
H 3.2045 2.1570 10.9350
H 1.9740 1.9418 9.6744
H 6.3552 -1.3040 12.8626
H 4.8356 -0.4740 13.2751
H 4.8953 -2.2498 13.2392
H 6.6448 -2.7691 9.9973
H 5.2341 -3.7616 10.4471
H 5.2181 -2.8166 8.9444
H 6.5144 0.2835 10.0062
H 5.0456 0.3110 9.0088
H 5.0725 1.1642 10.5637
H 1.5481 -4.3753 13.8585
H 3.0371 -3.4273 13.6273
H 1.5025 -2.5986 13.9682
H -0.7219 -4.3617 11.5627
H -0.8100 -2.5976 11.7788
H -0.4907 -3.2828 10.1724
H 1.9137 -5.7994 11.0248
H 2.1759 -4.7815 9.5955
H 3.4444 -4.9082 10.8315
*
```